(1)
This record from OMol25 describes an isolated molecule of ClHO4 in a non-equilibrium geometry. The level of theory is ωB97M-V/def2-TZVPD.

Geometry as XYZ:
```
6
Properties=species:S:1:pos:R:3:nbo_charge:R:1
O 1.05 0.91 0.57 -0.77
O 0.86 -1.16 -0.37 -0.75
O -0.49 -0.49 1.55 -0.71
O -1.01 0.43 -0.65 -0.79
Cl 0.20 -0.19 0.42 2.52
H -0.61 0.49 -1.51 0.49
```

Properties
charge	0
HOMO level	-12.22	eV
E_LUMO	0.22	eV
energy above the lowest of the compared OMol25 structures with the same formula, charge and spin	0.5	kcal/mol
Kohn-Sham gap	0.4570	Ha

(2)
This record from OMol25 describes a structure of composition C25H39BN5O2S2Ti. The level of theory is ωB97M-V/def2-TZVPD.

Geometry as XYZ:
```
75
Properties=species:S:1:pos:R:3:lowdin_charge:R:1
Ti -1.82 -0.72 -0.58 0.79
N -2.32 -2.23 1.02 -0.07
C -3.56 -3.05 0.93 -0.22
C -3.66 -3.80 -0.39 -0.17
C -3.68 -2.89 -1.63 -0.19
C -2.42 -2.97 -2.48 -0.21
N -1.23 -2.53 -1.72 -0.05
H -1.50 -2.84 1.09 0.10
H -2.32 -1.73 1.91 0.09
H -4.40 -2.37 1.03 0.11
H -3.61 -3.75 1.77 0.13
H -4.58 -4.39 -0.35 0.13
H -2.85 -4.54 -0.46 0.12
H -3.89 -1.85 -1.32 0.08
H -4.52 -3.14 -2.27 0.13
H -2.51 -2.31 -3.35 0.12
H -2.30 -3.98 -2.87 0.13
H -0.43 -2.36 -2.33 0.01
H -0.92 -3.26 -1.09 0.11
C -4.54 2.97 2.25 0.00
N -4.12 3.08 0.86 -0.10
C -4.12 4.25 0.12 0.01
C -3.66 3.96 -1.11 0.01
N -3.37 2.58 -1.12 0.03
C -3.65 2.07 0.11 -0.61
S -3.47 0.50 0.74 0.78
C -2.85 1.93 -2.26 -0.21
C -3.16 2.47 -3.50 0.03
C -2.54 1.97 -4.64 0.01
C -1.61 0.95 -4.49 -0.01
C -1.41 0.44 -3.23 -0.11
N -2.04 0.88 -2.12 0.04
H -5.02 3.90 2.54 0.11
H -3.68 2.79 2.89 0.11
H -5.25 2.15 2.36 0.09
H -4.44 5.19 0.53 0.15
H -3.47 4.59 -1.95 0.14
H -3.88 3.27 -3.59 0.13
H -2.77 2.39 -5.61 0.14
H -1.08 0.55 -5.34 0.13
H -0.71 -0.37 -3.08 0.07
C 5.91 1.63 2.49 -0.04
C 5.07 0.93 3.57 -0.56
C 4.52 1.98 4.55 -0.04
C 5.97 -0.02 4.34 -0.06
C 3.90 0.20 2.90 -0.15
C 3.73 -1.18 2.98 0.00
C 2.68 -1.86 2.37 0.03
C 1.79 -1.09 1.66 -0.20
O 0.67 -1.47 0.92 0.08
B 0.15 -0.29 0.40 -0.56
O 0.91 0.80 0.78 0.13
C 1.94 0.28 1.56 -0.18
C 2.97 0.95 2.16 0.07
H 6.74 2.15 2.95 0.09
H 5.32 2.36 1.93 0.08
H 6.30 0.90 1.78 0.09
H 5.34 2.50 5.03 0.09
H 3.90 1.50 5.32 0.09
H 3.91 2.73 4.04 0.08
H 6.78 0.55 4.81 0.09
H 6.43 -0.77 3.69 0.09
H 5.43 -0.54 5.14 0.09
H 4.44 -1.77 3.55 0.11
H 2.58 -2.93 2.44 0.13
H 3.06 2.03 2.06 0.13
C 2.36 0.24 -2.55 -0.37
S 1.89 -1.50 -2.69 0.77
C 2.70 -1.90 -4.26 -0.38
H 2.01 0.81 -3.41 0.04
H 3.44 0.32 -2.48 0.05
H 1.92 0.63 -1.64 0.02
H 3.77 -1.75 -4.16 0.05
H 2.31 -1.29 -5.06 0.04
H 2.51 -2.95 -4.47 0.04
```

Properties
charge	+2
HOMO level (spin up / spin down)	-12.76 / -12.78	eV
E_LUMO (spin up / spin down)	-6.09 / -6.11	eV
energy above the lowest of the compared OMol25 structures with the same formula, charge and spin	0.0	kcal/mol
<S²>	0.76
multiplicity	2
Kohn-Sham gap (spin up / spin down)	0.2450 / 0.2448	Ha

(3)
This record from OMol25 describes a structure of composition C15H24N2O5 in a non-equilibrium geometry. The level of theory is ωB97M-V/def2-TZVPD.

Geometry as XYZ:
```
46
Properties=species:S:1:pos:R:3:nbo_charge:R:1
C -0.63 -0.41 -1.99 -0.14
C -0.98 -1.67 -1.18 0.79
C 0.02 -0.78 -3.35 -0.21
C 1.35 -1.51 -3.15 -0.62
C -0.93 -1.55 -4.28 -0.41
C -0.45 -1.62 -5.73 -0.60
C 1.14 1.79 4.44 -0.16
C 2.25 2.45 5.27 0.77
C 1.49 1.79 2.95 -0.43
C 0.51 0.99 2.13 -0.05
C 0.64 -0.39 2.01 -0.24
C -0.59 1.60 1.51 -0.20
C -0.29 -1.15 1.30 -0.21
C -1.53 0.86 0.80 -0.32
C -1.38 -0.52 0.69 0.27
H 0.91 -0.10 -0.74 0.36
H -0.30 0.94 -0.52 0.39
H -1.56 0.13 -2.21 0.20
H 0.24 0.19 -3.81 0.22
H 2.03 -0.92 -2.54 0.22
H 1.85 -1.69 -4.10 0.22
H 1.20 -2.48 -2.65 0.21
H -1.09 -2.57 -3.90 0.20
H -1.91 -1.05 -4.27 0.19
H -0.27 -0.62 -6.13 0.21
H 0.49 -2.19 -5.81 0.21
H -1.19 -2.12 -6.36 0.21
H -2.53 -1.89 -2.27 0.50
H -0.29 3.25 4.22 0.37
H -0.92 1.79 4.57 0.39
H 1.09 0.75 4.79 0.22
H 2.51 1.39 2.85 0.25
H 1.53 2.82 2.59 0.21
H 1.48 -0.90 2.47 0.22
H -0.71 2.68 1.57 0.20
H -0.16 -2.23 1.21 0.28
H -2.37 1.33 0.31 0.23
H -2.09 -2.14 -0.03 0.52
H 0.83 3.02 6.32 0.51
N 0.24 0.48 -1.24 -0.84
N -0.15 2.41 4.78 -0.86
O -0.28 -2.08 -0.29 -0.66
O -2.10 -2.34 -1.53 -0.73
O 3.42 2.38 4.98 -0.58
O -2.32 -1.20 -0.02 -0.63
O 1.81 3.09 6.36 -0.67
```

Properties
charge	0
HOMO level	-8.13	eV
E_LUMO	0.49	eV
energy above the lowest of the compared OMol25 structures with the same formula, charge and spin	154.7	kcal/mol
Kohn-Sham gap	0.3169	Ha

(4)
This record from OMol25 describes a cluster of 2 separate species, C9H14 in total in a non-equilibrium geometry. The level of theory is ωB97M-V/def2-TZVPD.

Geometry as XYZ:
```
23
Properties=species:S:1:pos:R:3:nbo_charge:R:1
C 1.78 -0.51 -0.80 -0.63
C -0.56 -0.43 -1.73 -0.22
C 0.27 -0.77 -0.66 -0.03
C -1.88 -0.76 -1.53 -0.21
C -2.29 -1.42 -0.30 -0.20
C -0.18 -1.33 0.52 -0.20
C -1.47 -1.70 0.81 -0.21
H -0.23 0.12 -2.68 0.23
H -2.64 -0.70 -2.30 0.21
H 2.16 0.39 -1.09 0.22
H 2.06 -1.28 -1.47 0.22
H -3.39 -1.70 -0.28 0.20
H 0.52 -1.66 1.32 0.20
H -1.79 -2.08 1.65 0.21
H 2.23 -0.52 0.28 0.21
C 1.06 2.60 2.04 -0.59
C 1.96 2.90 0.93 -0.61
H 1.26 1.71 2.42 0.20
H 0.94 3.33 2.75 0.20
H -0.05 2.37 1.62 0.18
H 1.66 2.07 0.04 0.20
H 2.98 2.61 1.22 0.20
H 2.14 3.95 0.78 0.22
```

Properties
charge	0
HOMO level	-8.82	eV
SMILES	Cc1ccccc1.CC
E_LUMO	1.02	eV
energy above the lowest of the compared OMol25 structures with the same formula, charge and spin	62.1	kcal/mol
Kohn-Sham gap	0.3614	Ha

(5)
This record from OMol25 describes a structure of composition C34H49Cl2IrNP2Te. The level of theory is ωB97M-V/def2-TZVPD.

Geometry as XYZ:
```
90
Properties=species:S:1:pos:R:3:lowdin_charge:R:1
Ir 0.21 -0.08 -0.24 0.45
C -1.20 4.40 -0.29 -0.09
C -0.34 3.17 -0.01 -0.51
C 1.09 3.59 0.35 -0.14
P -0.40 1.86 -1.32 0.91
C 0.41 2.59 -2.81 -0.51
C 0.93 1.55 -3.79 -0.14
C -0.39 3.65 -3.57 -0.09
C -2.18 1.53 -1.48 -0.36
C -3.08 2.00 -2.44 -0.07
C -4.39 1.55 -2.44 -0.07
C -4.79 0.62 -1.49 -0.05
C -3.92 0.16 -0.53 -0.04
C -2.61 0.64 -0.48 -0.39
N -1.63 0.19 0.45 -0.20
C -2.01 -0.15 1.76 -0.28
C -3.21 0.29 2.34 -0.03
C -3.52 -0.04 3.64 -0.06
C -2.66 -0.78 4.43 -0.07
C -1.45 -1.18 3.89 -0.09
C -1.12 -0.88 2.57 -0.31
P 0.52 -1.19 1.88 0.95
C 1.65 -0.36 3.08 -0.52
C 3.12 -0.45 2.66 -0.11
C 1.24 1.09 3.30 -0.09
C 0.96 -2.97 1.95 -0.53
C 0.79 -3.62 3.33 -0.10
C 0.18 -3.75 0.90 -0.11
H -1.32 4.96 0.64 0.09
H -2.20 4.15 -0.66 0.07
H -0.72 5.06 -1.00 0.07
H -0.77 2.63 0.85 0.10
H 1.52 4.21 -0.43 0.08
H 1.75 2.74 0.51 0.00
H 1.07 4.18 1.27 0.09
H 1.28 3.07 -2.35 0.08
H 0.11 1.04 -4.30 0.06
H 1.52 0.79 -3.30 0.00
H 1.54 2.05 -4.55 0.10
H -1.07 3.17 -4.28 0.08
H 0.30 4.27 -4.15 0.09
H -0.98 4.32 -2.94 0.06
H -2.75 2.70 -3.19 0.09
H -5.08 1.91 -3.19 0.11
H -5.80 0.23 -1.52 0.11
H -4.24 -0.60 0.18 0.12
H -3.89 0.92 1.78 0.11
H -4.45 0.32 4.06 0.11
H -2.91 -1.02 5.46 0.11
H -0.74 -1.71 4.52 0.10
H 1.52 -0.92 4.01 0.10
H 3.29 0.10 1.73 0.04
H 3.47 -1.47 2.54 0.07
H 3.74 0.02 3.43 0.09
H 1.36 1.66 2.38 0.05
H 1.87 1.54 4.06 0.09
H 0.20 1.18 3.63 0.08
H 2.02 -2.98 1.69 0.10
H -0.27 -3.69 3.60 0.08
H 1.31 -3.08 4.12 0.07
H 1.19 -4.63 3.30 0.09
H -0.89 -3.66 1.09 0.08
H 0.44 -4.81 0.96 0.10
H 0.39 -3.40 -0.11 0.04
C 1.73 -7.12 -3.51 -0.04
C 1.16 -5.76 -3.22 -0.25
C -0.08 -5.61 -2.61 -0.01
C -0.62 -4.36 -2.34 -0.34
C -2.00 -4.33 -1.73 -0.10
C 0.11 -3.20 -2.67 -0.49
Te -0.84 -1.34 -2.34 1.22
C 1.35 -3.34 -3.33 -0.31
C 2.13 -2.18 -3.88 -0.09
C 1.86 -4.61 -3.57 -0.02
H 1.07 -7.91 -3.15 0.08
H 2.70 -7.25 -3.03 0.09
H 1.88 -7.26 -4.58 0.09
H -0.65 -6.49 -2.35 0.12
H -2.31 -5.34 -1.45 0.08
H -2.74 -3.94 -2.43 0.08
H -2.05 -3.69 -0.85 0.03
H 1.79 -1.24 -3.48 -0.03
H 2.02 -2.13 -4.97 0.10
H 3.20 -2.30 -3.67 0.08
H 2.81 -4.70 -4.07 0.13
Cl 3.74 1.84 -1.02 0.64
C 3.69 0.20 -1.62 -0.90
Cl 2.45 -0.82 -0.79 0.55
H 4.63 -0.30 -1.41 0.05
H 3.46 0.20 -2.68 0.02
```

Properties
charge	+1
HOMO level (spin up / spin down)	-9.70 / -9.70	eV
E_LUMO (spin up / spin down)	-4.10 / -4.10	eV
Kohn-Sham gap (spin up / spin down)	0.2057 / 0.2057	Ha

(6)
This record from OMol25 describes a cluster of 14 separate species, C28H63N7O28 in total in a non-equilibrium geometry. The level of theory is ωB97M-V/def2-TZVPD.

Geometry as XYZ:
```
126
Properties=species:S:1:pos:R:3:lowdin_charge:R:1
C -9.18 17.75 -21.19 0.03
C -7.73 17.77 -20.86 -0.35
O -6.95 18.46 -21.46 0.15
N -7.07 16.80 -19.79 0.12
H -7.70 16.02 -19.66 0.16
H -6.33 16.34 -20.30 0.17
C -6.71 17.52 -18.46 0.07
H -9.27 16.75 -21.62 0.10
H -9.40 18.43 -22.01 0.11
H -9.82 17.85 -20.31 0.10
H -5.95 18.26 -18.74 0.08
H -6.49 16.76 -17.71 0.11
H -7.53 18.19 -18.17 0.08
C -5.14 20.46 -17.10 0.04
C -3.78 20.68 -16.37 -0.25
O -3.67 21.35 -15.32 0.04
N -2.56 19.83 -16.83 0.15
H -2.35 19.31 -15.99 0.10
H -2.80 19.16 -17.54 0.09
C -1.34 20.71 -17.33 0.04
H -5.05 20.18 -18.15 0.07
H -5.56 21.46 -17.18 0.06
H -5.80 19.76 -16.56 0.09
H -1.30 20.84 -18.41 0.07
H -0.41 20.23 -17.02 0.08
H -1.41 21.63 -16.75 0.04
C -8.47 20.17 -10.05 0.02
C -7.01 19.97 -10.32 -0.31
O -6.24 19.59 -9.43 0.13
N -6.52 20.40 -11.74 0.09
H -6.97 19.89 -12.49 0.08
H -6.85 21.33 -11.98 0.15
C -5.02 20.23 -12.02 0.04
H -8.64 21.24 -9.91 0.09
H -8.56 19.62 -9.11 0.10
H -9.13 19.79 -10.82 0.10
H -4.46 20.60 -11.16 0.09
H -4.71 20.52 -13.02 0.08
H -5.02 19.14 -12.06 0.09
C -3.52 18.51 -22.80 0.02
C -2.77 19.80 -23.01 -0.39
O -2.75 20.47 -23.97 0.19
N -2.22 20.31 -21.66 0.11
H -2.85 21.07 -21.45 0.17
H -2.20 19.57 -20.97 0.10
C -0.88 21.07 -21.92 0.05
H -2.95 17.70 -22.35 0.09
H -3.83 18.01 -23.72 0.10
H -4.39 18.59 -22.14 0.08
H -0.71 21.54 -20.95 0.07
H -1.03 21.74 -22.76 0.10
H -0.08 20.34 -22.03 0.11
C -0.16 24.37 -19.32 0.04
C -0.42 25.42 -18.18 -0.37
O -0.77 26.56 -18.42 0.14
N -0.15 24.95 -16.82 0.12
H 0.72 24.44 -16.81 0.16
H 0.22 25.76 -16.34 0.17
C -1.48 24.59 -16.15 0.06
H -0.51 24.65 -20.31 0.09
H -0.62 23.39 -19.15 0.06
H 0.89 24.15 -19.51 0.10
H -1.56 23.51 -15.99 0.08
H -2.33 24.99 -16.70 0.11
H -1.50 25.16 -15.22 0.09
C -1.12 20.73 -13.65 0.05
C -1.28 22.02 -12.84 -0.33
O -2.40 22.47 -12.71 0.10
N -0.12 22.72 -12.12 0.11
H -0.17 22.33 -11.19 0.18
H 0.72 22.30 -12.50 0.12
C 0.03 24.22 -12.34 0.05
H -0.21 20.19 -13.39 0.11
H -1.00 21.07 -14.68 0.07
H -1.98 20.07 -13.56 0.08
H -0.69 24.62 -11.63 0.10
H -0.20 24.44 -13.39 0.07
H 1.08 24.46 -12.24 0.11
C -9.90 23.02 -15.63 0.05
C -8.52 23.61 -16.03 -0.35
O -8.30 24.31 -16.98 0.17
N -7.44 23.21 -15.08 0.10
H -7.73 23.47 -14.15 0.17
H -7.50 22.20 -15.10 0.10
C -6.07 23.82 -15.31 0.03
H -10.15 22.04 -16.03 0.10
H -10.69 23.66 -16.02 0.10
H -10.04 22.87 -14.56 0.08
H -5.37 23.45 -14.56 0.09
H -6.30 24.88 -15.33 0.10
H -5.64 23.60 -16.29 0.09
O -4.67 17.11 -15.60 0.07
C -3.91 17.39 -14.53 -0.83
O -4.40 17.20 -13.40 -0.04
O -2.85 18.00 -14.61 -0.05
H -4.09 17.14 -16.36 0.02
O 1.18 21.49 -18.75 0.01
C 2.26 21.55 -19.58 -0.90
O 2.12 21.73 -20.80 -0.07
O 3.40 21.37 -19.15 -0.02
H 1.40 21.58 -17.82 0.04
O -10.02 21.77 -19.45 0.06
C -9.19 20.90 -18.76 -0.88
O -8.01 21.14 -18.55 -0.04
O -9.59 19.78 -18.42 -0.07
H -10.87 21.34 -19.38 0.09
O 3.19 21.43 -16.19 0.12
C 2.20 21.74 -15.34 -0.82
O 1.19 22.32 -15.79 -0.08
O 2.27 21.52 -14.12 -0.04
H 3.84 21.08 -15.57 0.12
O -2.75 16.26 -19.81 0.18
C -3.03 17.25 -19.08 -0.88
O -3.00 18.43 -19.52 -0.06
O -3.45 17.02 -17.94 -0.01
H -2.82 15.73 -19.02 0.13
O -1.03 16.25 -15.65 0.05
C -0.11 16.51 -16.58 -0.98
O 0.07 17.69 -16.78 -0.04
O 0.65 15.67 -16.98 -0.01
H -1.56 17.03 -15.46 0.02
O -8.81 18.92 -15.46 0.14
C -8.11 19.27 -14.44 -0.89
O -8.14 18.67 -13.41 0.06
O -7.60 20.40 -14.62 -0.09
H -8.51 19.66 -15.99 0.08
```

Properties
charge	0
HOMO level	-4.84	eV
E_LUMO	-1.71	eV
energy above the lowest of the compared OMol25 structures with the same formula, charge and spin	0.0	kcal/mol
Kohn-Sham gap	0.1148	Ha

Q: charge of number 4 (C9H14)?
A: 0